Entry 1:
{
  "formula": "C5H9NO",
  "method": "the ωB97M-V functional and the def2-TZVPD basis",
  "homo_energy_ev": [-14.4, -14.1],
  "spin_multiplicity": 2,
  "relative_energy_kj_mol": 259.72,
  "s2": 0.756,
  "charge": 1,
  "max_force_ha_per_bohr": 0.0396,
  "homo_lumo_gap_ev": [10.2, 5.1],
  "total_energy_ha": -325.51664,
  "symbols": ["O", "C", "C", "C", "C", "C", "N", "H", "H", "H", "H", "H", "H", "H", "H", "H"],
  "coordinates": [[-1.3850, -1.6631, -1.0927], [-0.9298, -1.5827, -0.0019], [-0.7013, -0.1650, 0.6696], [0.0347, 0.7965, -0.3137], [1.2931, 0.1314, -0.7909], [2.4693, 0.4640, -0.2825], [-1.9810, 0.3078, 1.0677], [-0.5230, -2.4653, 0.5166], [-0.1003, -0.4071, 1.5517], [0.2078, 1.7563, 0.1739], [-0.6388, 0.9412, -1.1621], [1.1764, -0.5594, -1.6124], [3.3466, -0.0577, -0.6423], [2.7185, 1.3432, 0.3001], [-2.1773, 1.3064, 0.9433], [-2.8100, -0.1465, 0.6753]]
}

Entry 2:
{
  "formula": "C5H9NO2",
  "method": "the ωB97M-V functional and the def2-TZVPD basis",
  "homo_energy_ev": [-2.2, -2.8],
  "spin_multiplicity": 2,
  "relative_energy_kj_mol": 888.78,
  "s2": 0.756,
  "charge": -1,
  "max_force_ha_per_bohr": 0.1365,
  "homo_lumo_gap_ev": [5.4, 6.0],
  "total_energy_ha": -400.80846,
  "symbols": ["C", "C", "C", "N", "C", "C", "O", "O", "H", "H", "H", "H", "H", "H", "H", "H", "H"],
  "coordinates": [[-1.5325, 0.5063, -0.2669], [-2.8599, -0.0627, 0.2436], [-0.4687, -0.5150, -0.2709], [0.8649, 0.1169, -0.8131], [1.5512, 0.8987, 0.1448], [2.5909, 0.1503, 0.7086], [3.5656, -0.6506, 0.0851], [-0.6574, -1.7579, -0.6496], [-1.6468, 1.0769, -1.1870], [-0.6207, -0.0634, 0.8605], [-3.3947, -0.5119, -0.6449], [-3.3957, 0.6221, 0.9429], [-2.5366, -0.8928, 0.9220], [1.4348, -0.6546, -1.2012], [3.0755, 0.1466, -0.4657], [1.6273, 1.9440, -0.1301], [2.4030, -0.3527, 1.7218]]
}

Entry 3:
{
  "formula": "C5H9NO2",
  "method": "the ωB97M-V functional and the def2-TZVPD basis",
  "homo_energy_ev": -9.8,
  "relative_energy_kj_mol": 81.19,
  "charge": 0,
  "max_force_ha_per_bohr": 0.0310,
  "smiles": "CCC(=O)NCC=O",
  "homo_lumo_gap_ev": 10.5,
  "total_energy_ha": -401.14583,
  "symbols": ["C", "C", "C", "O", "N", "C", "C", "O", "H", "H", "H", "H", "H", "H", "H", "H", "H"],
  "coordinates": [[0.1119, 0.9960, -2.3270], [0.2606, 0.2034, -1.0417], [-0.9931, -0.3449, -0.4649], [-2.0737, -0.3403, -1.0254], [-0.9398, -0.8879, 0.8238], [0.2546, -1.0257, 1.6572], [0.6013, 0.2872, 2.3062], [1.6964, 0.7847, 2.2801], [0.0958, 0.4233, -3.2540], [0.9251, 1.7120, -2.3637], [-0.8459, 1.5138, -2.3717], [1.0534, -0.5581, -1.0998], [0.7878, 0.8196, -0.2990], [-1.8193, -1.3138, 1.0322], [1.0651, -1.2959, 0.9786], [0.0372, -1.8198, 2.3667], [-0.2174, 0.8462, 2.8024]]
}

Entry 4:
{
  "formula": "C5H9NO2",
  "method": "the ωB97M-V functional and the def2-TZVPD basis",
  "homo_energy_ev": -9.3,
  "relative_energy_kj_mol": 183.51,
  "charge": 0,
  "max_force_ha_per_bohr": 0.1338,
  "smiles": "C/C(O)=C(\\C)C(N)=O",
  "homo_lumo_gap_ev": 9.9,
  "total_energy_ha": -401.10686,
  "symbols": ["C", "C", "O", "C", "C", "C", "N", "O", "H", "H", "H", "H", "H", "H", "H", "H", "H"],
  "coordinates": [[1.3724, -1.7769, -0.3872], [-0.0312, -0.8117, -0.2966], [-1.1468, -1.5765, -0.3928], [0.2267, 0.4288, -0.0088], [1.4435, 1.2761, -0.0459], [-1.2132, 1.2359, 0.4834], [-2.4604, 0.7188, 0.3478], [-1.0629, 2.3620, 0.9229], [1.0976, -2.7967, -0.6670], [1.9007, -1.7743, 0.5694], [2.0279, -1.4043, -1.1760], [-1.4816, -1.7196, 0.5142], [2.0116, 1.1232, -0.9685], [1.1591, 2.3327, 0.0106], [2.0939, 1.0529, 0.8052], [-2.7020, 0.0186, -0.3376], [-3.2354, 1.3111, 0.6268]]
}

Entry 5:
{
  "formula": "C5H9NO2",
  "method": "the ωB97M-V functional and the def2-TZVPD basis",
  "homo_energy_ev": -9.5,
  "relative_energy_kj_mol": 186.94,
  "charge": 0,
  "max_force_ha_per_bohr": 0.1007,
  "smiles": "O=C(O)[C@@H]1CCCN1",
  "homo_lumo_gap_ev": 10.2,
  "total_energy_ha": -401.10556,
  "symbols": ["O", "C", "O", "C", "C", "C", "C", "N", "H", "H", "H", "H", "H", "H", "H", "H", "H"],
  "coordinates": [[-1.9611, -1.5483, -0.1402], [-1.2886, -0.4721, -0.2097], [-1.7801, 0.8088, -0.1089], [0.2357, -0.5978, -0.5317], [1.0789, -0.8825, 0.7205], [1.0709, 0.5924, 1.3769], [1.6172, 1.2385, -0.0785], [0.7147, 0.6569, -1.0659], [-1.1050, 1.3852, -0.4538], [0.2980, -1.5255, -1.2265], [2.1950, -1.1698, 0.6040], [0.4901, -1.7899, 1.2592], [0.0177, 0.9627, 1.6127], [1.5667, 0.7223, 2.3411], [2.5828, 0.7339, -0.2315], [1.5558, 2.3130, -0.1496], [1.0408, 0.4151, -1.9662]]
}

Entry 6:
{
  "formula": "C5H9NO2",
  "method": "the ωB97M-V functional and the def2-TZVPD basis",
  "homo_energy_ev": -9.4,
  "relative_energy_kj_mol": 750.23,
  "charge": 0,
  "max_force_ha_per_bohr": 0.1104,
  "smiles": "C1=N\\OCOCCC/1",
  "homo_lumo_gap_ev": 10.3,
  "total_energy_ha": -400.89101,
  "symbols": ["C", "N", "O", "C", "O", "C", "C", "C", "H", "H", "H", "H", "H", "H", "H", "H", "H"],
  "coordinates": [[0.6596, 1.4390, 0.1153], [-0.5462, 1.7889, 0.0901], [-1.5146, 1.0879, -0.6211], [-2.1988, 0.0030, 0.1407], [-1.5707, -1.2654, -0.0308], [-0.3191, -0.8276, -0.0361], [1.1234, -1.2334, -0.1156], [1.7669, 0.2614, -0.1830], [1.2554, 2.1912, 0.6037], [-2.0814, 0.0308, 1.2635], [-3.1973, -0.1100, -0.3608], [-0.3003, -0.1793, 0.8962], [-0.3919, -0.3159, -0.8692], [1.3963, -1.7653, 0.8320], [1.3725, -1.9059, -0.9740], [2.0357, 0.3602, -1.2492], [2.5103, 0.4406, 0.4985]]
}